Entry 1:
{
  "formula": "C21H26N2O2",
  "method": "ωB97M-V/def2-TZVPD",
  "elements": ["O", "C", "C", "C", "C", "C", "O", "N", "C", "C", "C", "C", "C", "C", "C", "C", "N", "C", "C", "C", "C", "C", "C", "C", "C", "H", "H", "H", "H", "H", "H", "H", "H", "H", "H", "H", "H", "H", "H", "H", "H", "H", "H", "H", "H", "H", "H", "H", "H", "H", "H"],
  "coordinates": [[0.3742, 3.3751, 1.3257], [0.9873, 2.3282, 1.2826], [2.5036, 2.2553, 1.3034], [3.0694, 2.8061, -0.0101], [2.5438, 2.0410, -1.2245], [3.0022, 0.5927, -1.2262], [4.0252, 0.2104, -0.6969], [2.1741, -0.2471, -1.8921], [2.4798, -1.6440, -2.1002], [1.3950, -2.5708, -1.5473], [1.0783, -2.3937, -0.0842], [2.0110, -1.9328, 0.8370], [1.6717, -1.8029, 2.1756], [0.4027, -2.1383, 2.6153], [-0.5300, -2.6089, 1.7065], [-0.1927, -2.7323, 0.3708], [0.3746, 1.1256, 1.1804], [-1.0563, 0.9877, 1.0707], [-1.4798, 0.6028, -0.3559], [-2.9725, 0.4678, -0.4346], [-3.7657, 1.5709, -0.7231], [-5.1439, 1.4567, -0.7612], [-5.7472, 0.2367, -0.5074], [-4.9652, -0.8671, -0.2134], [-3.5871, -0.7504, -0.1758], [2.8452, 1.2313, 1.4521], [2.8637, 2.8730, 2.1273], [2.7899, 3.8564, -0.1032], [4.1571, 2.7289, 0.0130], [1.4544, 2.0927, -1.2607], [2.9345, 2.5028, -2.1360], [1.3384, 0.1142, -2.3237], [2.5957, -1.8389, -3.1733], [3.4401, -1.8269, -1.6149], [0.4764, -2.4286, -2.1246], [1.7218, -3.6021, -1.7125], [3.0074, -1.6647, 0.5230], [2.4082, -1.4411, 2.8783], [0.1436, -2.0367, 3.6584], [-1.5211, -2.8807, 2.0400], [-0.9222, -3.1086, -0.3340], [0.9263, 0.2820, 1.1286], [-1.4913, 1.9536, 1.3382], [-1.4052, 0.2263, 1.7747], [-0.9983, -0.3417, -0.6203], [-1.1378, 1.3809, -1.0419], [-3.2980, 2.5250, -0.9191], [-5.7490, 2.3219, -0.9891], [-6.8230, 0.1465, -0.5379], [-5.4305, -1.8214, -0.0128], [-2.9792, -1.6130, 0.0552]],
  "forces_ev_per_a": [[-0.1, 0.5, -0.1], [0.4, -0.4, 0.2], [0.0, 0.3, -0.1], [-0.1, -0.2, 0.0], [0.4, 0.2, 0.2], [-0.5, 0.3, -0.2], [0.4, 0.0, 0.2], [-0.2, -0.3, -0.2], [0.0, -0.2, 0.0], [0.2, 0.1, -0.1], [-0.1, 0.0, -0.1], [0.0, 0.0, 0.0], [0.1, -0.1, 0.1], [0.0, 0.0, 0.1], [-0.1, 0.0, 0.0], [0.1, 0.0, 0.0], [-0.1, -0.3, 0.0], [-0.1, 0.1, -0.2], [-0.1, 0.1, 0.3], [0.1, 0.0, -0.1], [0.0, 0.0, 0.0], [-0.1, 0.1, 0.0], [-0.1, 0.0, 0.0], [-0.1, -0.1, 0.0], [0.0, 0.0, 0.0], [0.0, 0.0, 0.0], [-0.1, -0.1, 0.0], [0.0, 0.0, 0.0], [0.0, 0.1, 0.0], [0.0, 0.0, -0.1], [-0.1, 0.0, 0.0], [0.1, 0.1, 0.1], [0.1, 0.0, 0.1], [-0.1, 0.0, -0.1], [0.0, -0.1, 0.0], [-0.1, 0.0, -0.1], [0.1, 0.1, -0.1], [0.1, 0.0, 0.1], [0.0, 0.0, 0.1], [-0.1, 0.0, 0.0], [-0.1, 0.0, -0.1], [0.1, 0.1, 0.1], [0.0, -0.2, 0.0], [0.0, 0.1, 0.0], [0.0, 0.0, -0.1], [0.1, 0.0, 0.0], [0.1, 0.1, 0.0], [0.0, 0.1, 0.0], [-0.1, 0.0, 0.0], [0.0, -0.1, 0.0], [0.1, -0.1, 0.0]],
  "mulliken_charge": [-0.702, 0.493, -0.422, -0.938, -0.383, 0.500, -0.654, -0.088, -0.957, -1.020, 0.971, -0.541, -0.632, -0.414, -0.490, -0.409, 0.399, -0.919, 0.596, -0.164, -0.301, -0.666, -0.421, -0.733, -0.034, 0.145, 0.401, 0.436, 0.430, 0.041, 0.429, 0.269, 0.414, 0.394, 0.381, 0.360, 0.471, 0.347, 0.401, 0.403, 0.399, -0.194, 0.467, 0.218, -0.474, 0.412, 0.405, 0.381, 0.381, 0.400, 0.213],
  "total_charge": 0,
  "relative_energy_kj_mol": 18.4,
  "homo_energy_ev": -9.04,
  "gap_ev": 9.699,
  "total_energy_ev": -29276.2051
}


Entry 2:
{
  "formula": "H6N2",
  "method": "ωB97M-V/def2-TZVPD",
  "elements": ["N", "H", "H", "H", "N", "H", "H", "H"],
  "coordinates": [[0.0017, 10.5550, 2.4970], [-0.7079, 10.5758, 1.7576], [-0.2634, 9.8050, 3.1434], [0.8827, 10.2715, 2.0567], [3.2563, 4.5000, 2.0651], [2.8288, 5.2028, 2.6766], [3.5449, 3.7199, 2.6640], [2.5142, 4.1468, 1.4526]],
  "forces_ev_per_a": [[0.0, -0.4, -0.2], [0.4, 0.0, 0.4], [0.1, 0.4, -0.3], [-0.4, 0.1, 0.2], [-0.4, -0.2, 0.3], [0.2, -0.4, -0.3], [-0.2, 0.4, -0.3], [0.4, 0.2, 0.3]],
  "mulliken_charge": [-0.658, 0.219, 0.218, 0.221, -0.657, 0.217, 0.220, 0.220],
  "total_charge": 0,
  "relative_energy_kj_mol": 11.4,
  "homo_energy_ev": -10.20,
  "gap_ev": 11.188,
  "total_energy_ev": -3077.6044
}